# 1
Here is a gas-phase ion, C4H5O2S (charge -1) from OMol25. Energies are from ωB97M-V/def2-TZVPD.

ORCA input file:
```
! RIJCOSX wB97M-V def2-TZVPD def2/J DEFGRID3
* xyz -1 1
C 0.373 -0.386 -0.007
C -0.781 -0.420 0.991
C -0.466 0.578 -0.807
C -1.501 0.572 0.377
O -2.490 1.255 0.408
O 2.842 0.515 -0.398
S 1.852 0.383 0.624
H 0.780 -1.273 -0.408
H -0.928 -0.862 1.902
H 0.007 1.468 -0.986
H -0.770 0.287 -1.838
H 1.159 1.556 0.517
*
```

Summary:
ΔE to the lowest compared entry with this formula, charge and spin: 71.7 kcal/mol
Orbital gap: 6.7 eV
LUMO energy: 0.13363 Eh
E_HOMO: -0.1120 Ha

Charges in e, computed with Löwdin, in the same order as the atoms: C -0.548; C -0.096; C -0.164; C -0.577; O -0.050; O -0.623; S 0.819; H 0.069; H 0.025; H 0.043; H 0.111; H -0.009

# 2
Here is a gas-phase ion, C4H6NO (charge -1) from OMol25. Energies are from ωB97M-V/def2-TZVPD.

ORCA input file:
```
! RIJCOSX wB97M-V def2-TZVPD def2/J DEFGRID3
* xyz -1 1
C -1.679 -0.321 0.285
C -1.186 -1.427 -0.262
C -0.691 1.000 0.305
C 0.813 0.903 0.487
N 1.621 0.221 -0.279
O 2.840 -0.124 -0.072
H -2.006 -2.217 -0.342
H -0.432 -1.772 -1.001
H -0.785 1.428 -0.634
H -0.926 1.621 1.117
H 1.260 0.993 1.423
H 1.169 -0.306 -1.027
*
```

Summary:
ΔE to the lowest compared entry with this formula, charge and spin: 59.1 kcal/mol
Orbital gap (spin up / spin down): 6.8 / 6.8 eV
LUMO energy (spin up / spin down): 0.16566 / 0.16567 Eh
E_HOMO (spin up / spin down): -0.0840 / -0.0841 Ha

Charges in e, computed with Löwdin, in the same order as the atoms: C -0.250; C -0.280; C -0.264; C -0.096; N -0.197; O -0.212; H -0.007; H -0.001; H 0.047; H 0.038; H 0.092; H 0.129

# 3
Here is a single C4H5NO5 molecule from OMol25. Energies are from ωB97M-V/def2-TZVPD.

ORCA input file:
```
! RIJCOSX wB97M-V def2-TZVPD def2/J DEFGRID3
* xyz 0 1
O 0.949 -0.981 2.598
C 0.798 0.171 2.037
O 1.236 1.296 2.612
C 0.062 0.337 0.738
N -0.177 -0.848 0.104
C -0.517 -1.072 -1.177
O -0.586 -2.228 -1.600
C -0.819 0.126 -2.051
O -1.282 1.147 -1.662
O -0.418 -0.079 -3.245
H 1.612 1.013 3.356
H -0.909 0.937 0.965
H 0.742 1.003 0.208
H -0.114 -1.510 0.881
H -0.579 0.688 -3.763
*
```

Summary:
ΔE to the lowest compared entry with this formula, charge and spin: 7.8 kcal/mol
Orbital gap: 10.6 eV
LUMO energy: 0.01628 Eh
E_HOMO: -0.3735 Ha
Structure (SMILES): O=C(O)CNC(=O)C(=O)O

Charges in e, computed with Löwdin, in the same order as the atoms: O 0.040; C -0.399; O 0.179; C -0.160; N 0.091; C -0.357; O 0.090; C -0.506; O 0.148; O 0.207; H 0.053; H 0.182; H 0.146; H 0.157; H 0.128

# 4
Here is a molecular structure, C16H22BF3N7RuS from OMol25. Energies are from ωB97M-V/def2-TZVPD.

ORCA input file:
```
! RIJCOSX wB97M-V def2-TZVPD def2/J DEFGRID3
* xyz 3 1
Ru -0.374 0.301 0.098
F -2.009 -2.364 -5.019
C -2.522 -2.226 -3.803
F -1.948 -3.124 -2.992
F -3.826 -2.475 -3.854
C -2.287 -0.812 -3.300
C -2.750 0.262 -4.059
C -2.545 1.559 -3.623
C -1.876 1.764 -2.427
N -1.435 0.743 -1.691
C -1.639 -0.522 -2.118
S -0.916 -1.585 -0.885
H -3.269 0.070 -4.992
H -2.898 2.403 -4.198
H -1.697 2.765 -2.052
B -1.113 -0.673 3.355
N 0.231 -0.972 2.835
C 1.166 -1.733 3.484
C 2.253 -1.874 2.671
C 1.924 -1.150 1.514
N 0.714 -0.606 1.626
N -2.075 0.120 2.532
C -3.323 0.419 2.962
C -3.997 1.101 1.972
C -3.091 1.187 0.929
N -1.923 0.602 1.271
H -1.651 -1.693 3.838
H -1.086 -0.291 4.538
H 0.962 -2.121 4.469
H 3.156 -2.426 2.866
H 2.500 -1.035 0.608
H -3.643 0.119 3.948
H -5.006 1.474 2.001
H -3.216 1.628 -0.044
N 2.781 4.129 1.410
C 1.375 4.148 1.950
C 0.728 2.780 1.786
N 0.738 2.297 0.384
C 2.131 2.290 -0.123
C 2.813 3.647 -0.016
H 3.375 3.534 1.995
H 3.187 5.068 1.466
H 0.842 4.920 1.394
H 1.415 4.443 2.997
H -0.300 2.840 2.143
H 1.243 2.032 2.394
H 0.194 2.944 -0.185
H 2.142 1.985 -1.170
H 2.686 1.539 0.445
H 2.306 4.405 -0.613
H 3.852 3.591 -0.337
*
```

Summary:
Orbital gap (spin up / spin down): 3.4 / 3.5 eV
LUMO energy (spin up / spin down): -0.47225 / -0.47009 Eh
E_HOMO (spin up / spin down): -0.5979 / -0.5980 Ha

Charges in e, computed with Löwdin, in the same order as the atoms: Ru 1.090; F 0.203; C -0.605; F 0.124; F 0.201; C -0.057; C 0.083; C 0.029; C -0.090; N -0.128; C -0.544; S 0.926; H 0.160; H 0.140; H 0.126; B -0.456; N -0.047; C 0.000; C 0.003; C -0.127; N -0.130; N -0.023; C 0.049; C 0.033; C -0.062; N -0.113; H 0.133; H 0.123; H 0.154; H 0.127; H 0.115; H 0.164; H 0.136; H 0.112; N 0.080; C -0.067; C -0.162; N -0.132; C -0.159; C -0.069; H 0.197; H 0.202; H 0.150; H 0.156; H 0.132; H 0.131; H 0.122; H 0.141; H 0.123; H 0.150; H 0.156

# 5
Here is 2 unconnected molecules or ions with the total composition C26H28N3O5S from OMol25. Energies are from ωB97M-V/def2-TZVPD.

ORCA input file:
```
! RIJCOSX wB97M-V def2-TZVPD def2/J DEFGRID3
* xyz -1 1
C 3.948 0.998 4.547
N 2.563 0.737 4.903
C 2.418 -0.161 6.038
C 1.545 0.874 3.944
C 1.452 -0.027 2.861
C 0.444 0.117 1.927
C -0.531 1.128 2.065
C -1.659 1.226 1.162
C -2.526 0.216 0.865
C -3.606 0.498 -0.079
O -3.796 1.600 -0.593
N -4.498 -0.563 -0.366
C -5.527 -0.255 -1.350
C -4.405 -1.860 0.116
S -5.420 -3.117 -0.338
N -3.414 -2.058 1.066
C -3.429 -3.371 1.720
C -2.591 -1.049 1.615
O -1.986 -1.257 2.668
C -0.379 2.077 3.100
C 0.613 1.934 4.049
H 3.991 1.712 3.716
H 4.460 1.426 5.420
H 4.476 0.073 4.260
H 1.356 -0.313 6.265
H 2.891 -1.140 5.841
H 2.919 0.285 6.908
H 2.168 -0.846 2.779
H 0.401 -0.529 1.050
H -1.872 2.194 0.708
H -6.127 -1.160 -1.449
H -6.142 0.577 -1.002
H -5.065 -0.008 -2.310
H -2.587 -3.454 2.401
H -4.379 -3.502 2.252
H -3.398 -4.132 0.933
H -1.098 2.897 3.155
H 0.706 2.632 4.880
C -2.584 2.346 -5.442
C -2.162 1.856 -4.073
O -0.799 1.380 -4.155
C -0.354 0.748 -3.005
C 1.040 0.412 -3.172
C 1.792 -0.334 -2.233
C 3.224 -0.697 -2.597
C 3.723 -0.716 -3.909
C 5.059 -1.055 -4.170
C 5.907 -1.419 -3.116
C 5.410 -1.457 -1.804
C 4.078 -1.112 -1.556
O 1.332 -0.726 -1.147
O -1.108 0.552 -2.062
H -3.612 2.717 -5.404
H -1.946 3.165 -5.788
H -2.557 1.538 -6.179
H -2.207 2.676 -3.338
H -2.817 1.041 -3.734
H 1.494 0.779 -4.082
H 3.047 -0.463 -4.727
H 5.430 -1.035 -5.198
H 6.947 -1.675 -3.316
H 6.057 -1.757 -0.979
H 3.692 -1.164 -0.540
*
```

Summary:
ΔE to the lowest compared entry with this formula, charge and spin: 0.0 kcal/mol
Orbital gap: 5.3 eV
LUMO energy: 0.05542 Eh
E_HOMO: -0.1408 Ha

Charges in e, computed with Löwdin, in the same order as the atoms: C -0.089; N -0.255; C -0.087; C -0.259; C 0.014; C -0.003; C -0.197; C 0.093; C -0.030; C -0.355; O 0.073; N -0.043; C -0.061; C -0.676; S 0.693; N -0.049; C -0.089; C -0.315; O 0.085; C -0.029; C -0.016; H 0.092; H 0.075; H 0.077; H 0.089; H 0.077; H 0.074; H 0.122; H 0.112; H 0.143; H 0.005; H 0.095; H 0.097; H 0.084; H 0.080; H 0.056; H 0.113; H 0.108; C -0.093; C -0.252; O -0.063; C -0.503; C -0.007; C -0.434; C -0.135; C -0.044; C -0.105; C -0.123; C -0.103; C -0.034; O -0.034; O 0.042; H 0.067; H 0.070; H 0.072; H 0.123; H 0.109; H 0.072; H 0.100; H 0.091; H 0.086; H 0.090; H 0.104

# 6
Here is a gas-phase ion, H3N4O2 (charge -1) from OMol25. Energies are from ωB97M-V/def2-TZVPD.

ORCA input file:
```
! RIJCOSX wB97M-V def2-TZVPD def2/J DEFGRID3
* xyz -1 1
N -1.422 -0.752 -0.113
N -0.229 -1.502 -0.120
N 0.985 -0.579 0.137
O 0.782 0.669 -0.075
N 2.176 -1.085 0.148
O 3.087 0.010 -0.056
H -1.739 -0.736 0.870
H -1.026 0.212 -0.237
H 2.445 0.833 -0.182
*
```

Summary:
ΔE to the lowest compared entry with this formula, charge and spin: 29.8 kcal/mol
Orbital gap (spin up / spin down): 7.2 / 7.2 eV
LUMO energy (spin up / spin down): 0.17317 / 0.17317 Eh
E_HOMO (spin up / spin down): -0.0916 / -0.0916 Ha
Structure (SMILES): N[N-][N+](=O)[N-]O

Charges in e, computed with Löwdin, in the same order as the atoms: N -0.155; N -0.160; N -0.383; O -0.198; N -0.035; O -0.189; H 0.021; H 0.026; H 0.075

# 7
Here is a single C2H6SSi molecule from OMol25. Energies are from ωB97M-V/def2-TZVPD.

ORCA input file:
```
! RIJCOSX wB97M-V def2-TZVPD def2/J DEFGRID3
* xyz 0 1
C -1.435 0.694 -0.316
C -0.562 0.255 0.554
Si 0.722 -0.968 0.043
S 2.840 0.052 -0.068
H -2.490 1.123 -0.118
H -1.302 0.672 -1.414
H -0.948 0.394 1.525
H 0.299 -1.557 -1.229
H 0.699 -1.902 1.357
H 2.178 1.236 -0.334
*
```

Summary:
ΔE to the lowest compared entry with this formula, charge and spin: 38.1 kcal/mol
Orbital gap: 10.1 eV
LUMO energy: 0.02476 Eh
E_HOMO: -0.3456 Ha
Structure (SMILES): C=C[SiH2]S

Charges in e, computed with Löwdin, in the same order as the atoms: C -0.118; C -0.402; Si 0.411; S 0.245; H 0.088; H 0.051; H 0.035; H -0.063; H -0.026; H -0.222

# 8
Here is 2 unconnected molecules or ions with the total composition C11H19N2 from OMol25. Energies are from ωB97M-V/def2-TZVPD.

ORCA input file:
```
! RIJCOSX wB97M-V def2-TZVPD def2/J DEFGRID3
* xyz 1 1
C -1.011 -1.408 1.322
C -0.215 -0.156 1.405
C -0.986 1.061 1.779
C 1.183 -0.172 1.371
C 1.959 1.025 1.269
C 3.328 0.991 1.333
C 3.996 -0.213 1.503
C 3.280 -1.400 1.577
C 1.913 -1.395 1.498
H -0.495 -2.188 0.761
H -1.239 -1.786 2.319
H -1.958 -1.218 0.814
H -0.434 1.983 1.612
H -1.920 1.118 1.218
H -1.246 1.016 2.839
H 1.470 1.967 1.093
H 3.898 1.903 1.249
H 5.071 -0.227 1.577
H 3.811 -2.326 1.728
H 1.377 -2.321 1.610
C -2.340 -0.852 -2.836
N -1.783 0.272 -2.081
C -2.335 1.538 -2.557
N -0.349 0.251 -2.113
H -3.426 -0.849 -2.776
H -2.042 -0.781 -3.880
H -1.972 -1.792 -2.431
H -3.420 1.529 -2.497
H -1.959 2.357 -1.949
H -2.036 1.704 -3.589
H -0.050 0.986 -1.491
H -0.071 -0.615 -1.677
*
```

Summary:
ΔE to the lowest compared entry with this formula, charge and spin: 67.3 kcal/mol
Orbital gap: 4.6 eV
LUMO energy: -0.22047 Eh
E_HOMO: -0.3881 Ha

Charges in e, computed with Löwdin, in the same order as the atoms: C -0.009; C -0.148; C 0.008; C -0.170; C 0.029; C -0.030; C 0.005; C -0.029; C 0.031; H 0.090; H 0.127; H 0.103; H 0.083; H 0.105; H 0.129; H 0.115; H 0.124; H 0.128; H 0.124; H 0.119; C -0.099; N -0.369; C -0.099; N 0.043; H 0.085; H 0.082; H 0.071; H 0.086; H 0.072; H 0.082; H 0.055; H 0.057

# 9
Here is a molecular structure, C5H14Br3InN from OMol25. Energies are from ωB97M-V/def2-TZVPD.

ORCA input file:
```
! RIJCOSX wB97M-V def2-TZVPD def2/J DEFGRID3
* xyz -1 1
N -1.096 1.883 -1.836
C -0.326 2.462 -0.738
C -0.546 1.833 0.643
C -0.283 0.327 0.724
C 1.215 -0.034 0.766
In 2.209 -0.423 -1.192
H -0.553 1.142 -2.269
H -1.931 1.430 -1.487
H 0.735 2.385 -0.993
H -0.552 3.532 -0.674
H 0.150 2.324 1.336
H -1.555 2.086 0.988
H -0.750 -0.142 -0.151
H -0.821 -0.069 1.598
H 1.371 -0.920 1.387
H 1.758 0.781 1.260
H 3.488 0.796 -1.452
H 2.942 -2.042 -1.209
H 1.002 -0.291 -2.502
C -1.361 -3.308 1.159
Br -0.239 -3.277 2.718
Br -0.358 -3.117 -0.451
Br -2.469 -4.895 1.143
H -2.031 -2.464 1.232
*
```

Summary:
Orbital gap: 6.8 eV
LUMO energy: 0.08343 Eh
E_HOMO: -0.1656 Ha

Charges in e, computed with Löwdin, in the same order as the atoms: N -0.016; C -0.309; C -0.235; C -0.362; C -0.377; In 0.167; H -0.013; H 0.052; H 0.089; H 0.090; H 0.099; H 0.096; H 0.044; H 0.080; H -0.021; H 0.016; H -0.161; H -0.155; H -0.124; C -1.646; Br 0.578; Br 0.613; Br 0.530; H -0.034

# 10
Here is 2 unconnected molecules or ions with the total composition C3H12N3S from OMol25. Energies are from ωB97M-V/def2-TZVPD.

ORCA input file:
```
! RIJCOSX wB97M-V def2-TZVPD def2/J DEFGRID3
* xyz 1 1
N 0.037 -2.775 -0.523
C -0.523 -1.448 -0.626
N -1.691 -1.234 0.348
N -0.475 -1.024 -1.898
H -0.268 -3.240 -1.375
H 1.039 -2.594 -0.648
H -2.273 -1.881 -0.206
H -1.200 -1.862 0.994
H -0.618 -1.818 -2.511
H -1.173 -0.299 -2.061
C 1.501 1.318 -0.397
S 0.793 2.240 0.991
C -0.519 1.015 1.435
H 1.417 1.844 -1.348
H 0.883 0.420 -0.450
H 2.536 1.063 -0.180
H -0.939 1.282 2.396
H -1.264 1.034 0.648
H -0.061 0.023 1.457
*
```

Summary:
ΔE to the lowest compared entry with this formula, charge and spin: 120.6 kcal/mol
Orbital gap: 4.7 eV
LUMO energy: -0.25697 Eh
E_HOMO: -0.4280 Ha

Charges in e, computed with Löwdin, in the same order as the atoms: N 0.113; C -0.286; N 0.131; N 0.221; H 0.108; H 0.125; H 0.125; H 0.098; H 0.149; H 0.155; C -0.415; S 0.775; C -0.415; H 0.043; H -0.037; H 0.040; H 0.044; H 0.013; H 0.011

# 11
Here is 2 unconnected molecules or ions with the total composition C5H7NO from OMol25. Energies are from ωB97M-V/def2-TZVPD.

ORCA input file:
```
! RIJCOSX wB97M-V def2-TZVPD def2/J DEFGRID3
* xyz 0 1
C -0.913 -1.531 -1.067
C -0.727 -1.105 0.258
C -0.938 0.253 0.630
C 0.319 0.810 0.510
N 0.680 2.143 0.481
C 1.186 -0.275 0.114
O 0.572 -1.442 0.580
H 0.375 -0.673 -1.223
H -1.773 -1.174 -1.630
H -0.532 -2.508 -1.359
H -1.890 0.769 0.629
H -0.036 2.784 0.790
H 1.583 2.359 0.878
H 2.270 -0.253 0.222
*
```

Summary:
ΔE to the lowest compared entry with this formula, charge and spin: 102.1 kcal/mol
Orbital gap: 9.3 eV
LUMO energy: 0.03187 Eh
E_HOMO: -0.3097 Ha

Charges in e, computed with Löwdin, in the same order as the atoms: C 0.008; C -0.364; C -0.003; C -0.335; N 0.105; C -0.117; O -0.075; H 0.207; H 0.076; H 0.077; H 0.114; H 0.093; H 0.093; H 0.120

# 12
Here is a molecular structure, F2H6Hf2O3 from OMol25. Energies are from ωB97M-V/def2-TZVPD.

ORCA input file:
```
! RIJCOSX wB97M-V def2-TZVPD def2/J DEFGRID3
* xyz 6 1
Hf 0.562 -1.514 -0.408
Hf -1.761 1.525 -0.330
F -0.217 0.229 -0.507
F -1.893 0.158 0.936
O 0.933 -0.582 1.168
H 0.599 0.209 1.592
H 1.648 -0.873 1.734
O -1.176 -1.656 -1.219
H -1.836 -2.349 -1.248
H -1.583 -0.918 -1.673
O 1.868 1.736 0.161
H 1.858 2.114 -0.718
H 0.997 1.921 0.512
*
```

Summary:
Orbital gap: 4.8 eV
LUMO energy: -1.16313 Eh
E_HOMO: -1.3380 Ha

Charges in e, computed with Löwdin, in the same order as the atoms: Hf 2.609; Hf 2.850; F -0.451; F -0.177; O 0.067; H 0.166; H 0.226; O 0.067; H 0.227; H 0.144; O 0.159; H 0.121; H -0.005